Here is a cluster of 5 separate species, C46H70B2F3N5O5S in total in a non-equilibrium geometry from OMol25. Energies are from the ωB97M-V functional and the def2-TZVPD basis.

**HOMO-LUMO gap**: 7.7 eV
**Multiplicity**: 1
**Highest occupied orbital energy**: -7.843 eV
**E_LUMO**: -0.1 eV
**SMILES string**: CCB(O)c1ccc(CCCCCCCCOC(C)=O)c2c1N(B(C)O)c1cc(CCC(F)(F)F)c(CCO)cc1S2.CCCC#N.CCCC#N.CCCC#N.CCCC#N

Last column: Mulliken charge in e.
Geometry (Å):
C: -1.1712 -5.5666 4.3104  -0.9663
C: -1.5107 -4.0470 4.7407  -0.5860
B: -0.6489 -2.9269 3.8884  0.4397
O: -0.1782 -1.7933 4.6362  -0.5693
C: -0.3700 -3.2099 2.3185  -0.0311
C: 0.8706 -4.0905 1.9571  -0.5391
C: 1.2753 -4.4977 0.5170  -0.7677
C: 0.3706 -3.9792 -0.6550  -0.0705
C: 0.7963 -4.4377 -2.1341  0.2208
C: 1.9332 -3.5124 -2.7951  0.0389
C: 3.1110 -4.4510 -3.3440  -0.6002
C: 4.3617 -3.6272 -3.9517  -0.9040
C: 4.9627 -2.5810 -2.8805  -0.3940
C: 4.9769 -3.1282 -1.3697  -0.0340
C: 5.8416 -2.1922 -0.3741  -0.7344
C: 5.3561 -0.6624 -0.6241  -0.4456
O: 5.8435 0.1664 0.4684  -0.2805
C: 5.6970 1.5405 0.1345  0.6109
C: 4.9685 2.4718 1.2196  -0.5848
O: 6.1194 2.0835 -0.9147  -0.5785
C: -0.8562 -3.1120 -0.2818  0.5298
C: -1.2827 -2.6926 1.1459  -0.0053
N: -2.4702 -1.8990 1.5259  0.4099
B: -3.6711 -2.8215 1.6558  0.6626
C: -4.9461 -2.4744 2.6032  -0.9297
O: -3.7351 -4.0675 0.8906  -0.6865
C: -2.8636 -0.8996 0.5118  -0.3639
C: -3.5412 0.4204 1.0344  -0.7229
C: -4.0367 1.5196 0.0250  0.2193
C: -4.7635 2.8789 0.5185  -0.9876
C: -3.9185 4.2015 0.1534  -0.2203
C: -2.3914 4.1223 0.6379  0.8784
F: -1.6337 3.4392 -0.3788  -0.2733
F: -1.8269 5.4150 0.8345  -0.2760
F: -2.2407 3.3402 1.8188  -0.2264
C: -3.8880 1.3462 -1.5089  0.6572
C: -4.3877 2.3768 -2.6238  -0.4054
C: -5.2706 1.4984 -3.6795  -0.5052
O: -6.4041 2.2446 -4.1895  -0.5488
C: -3.1902 0.0440 -2.0378  -0.5373
C: -2.7218 -1.0237 -1.0248  0.1633
S: -1.9382 -2.5550 -1.6999  -0.4297
H: -1.8881 -6.3229 4.8156  0.3179
H: -1.3512 -5.6712 3.1809  0.2399
H: -0.1169 -5.9047 4.5956  0.2787
H: -2.6320 -3.8504 4.6357  0.2688
H: -1.2545 -3.9758 5.8693  0.3193
H: -0.6201 -1.8114 5.5169  0.2837
H: 1.5286 -4.5052 2.8061  0.2511
H: 2.1918 -5.1651 0.3282  0.2692
H: -0.1512 -4.4660 -2.7660  -0.7887
H: 1.2412 -5.4980 -2.0175  0.4976
H: 2.2859 -2.6631 -2.1084  0.2124
H: 1.4704 -2.9955 -3.7211  0.2174
H: 3.4624 -5.1593 -2.5042  0.2860
H: 2.7177 -5.1018 -4.2163  0.3447
H: 4.1119 -3.1341 -4.9648  0.3305
H: 5.1871 -4.4030 -4.1948  0.3268
H: 4.2926 -1.6408 -2.9333  0.2306
H: 6.0358 -2.3443 -3.2344  0.3625
H: 3.9430 -3.2378 -0.8968  -0.1487
H: 5.4348 -4.1895 -1.3878  0.2916
H: 6.9543 -2.3459 -0.5670  0.3113
H: 5.5626 -2.4448 0.7138  0.2848
H: 4.2028 -0.6068 -0.6740  0.2150
H: 5.8316 -0.3301 -1.6106  0.3465
H: 5.7368 2.8667 1.9830  0.1638
H: 4.1838 1.8989 1.8173  0.1405
H: 4.5006 3.3836 0.7190  0.3540
H: -5.3680 -3.3830 3.1456  0.2759
H: -5.7730 -2.0768 1.8974  0.2875
H: -4.6464 -1.6070 3.2811  0.2274
H: -4.4069 -3.8703 0.1886  0.3064
H: -3.7330 0.6393 2.1327  0.2956
H: -4.9279 2.8848 1.6578  0.3661
H: -5.7947 3.0193 0.0135  0.3645
H: -4.3539 5.1476 0.6588  0.4383
H: -3.8942 4.4438 -0.9666  -0.2795
H: -3.5249 2.8444 -3.2347  0.3602
H: -5.0803 3.1975 -2.2091  0.1759
H: -4.5982 1.1651 -4.5441  0.1882
H: -5.6955 0.5657 -3.1427  0.3736
H: -7.1259 1.6221 -4.4503  0.3300
H: -3.0259 -0.1240 -3.1496  0.2342
C: -1.8599 -4.6308 -7.7294  -1.1914
C: -2.5705 -3.9647 -6.5559  -0.6047
C: -1.6373 -3.6850 -5.3755  0.2895
C: -1.0602 -4.9745 -4.8627  0.4090
N: -0.6050 -5.9884 -4.4594  -0.6110
H: -1.4609 -5.6108 -7.4552  0.3525
H: -2.5562 -4.7845 -8.5574  0.3540
H: -1.0333 -4.0111 -8.0904  0.2960
H: -3.3966 -4.6056 -6.2316  0.3164
H: -3.0091 -3.0215 -6.8949  0.3704
H: -2.1882 -3.1967 -4.5677  -0.0954
H: -0.8226 -3.0217 -5.6791  0.3074
C: -2.9487 8.2625 -4.1821  -1.1733
C: -2.3295 8.2262 -2.7889  -0.6627
C: -3.0834 7.3064 -1.8259  0.1990
C: -4.4986 7.7837 -1.6654  0.2919
N: -5.6114 8.1594 -1.5393  -0.5232
H: -3.9664 8.6605 -4.1606  0.3644
H: -2.3625 8.9070 -4.8415  0.3449
H: -2.9795 7.2617 -4.6238  0.2921
H: -2.3036 9.2436 -2.3858  0.3341
H: -1.2930 7.8857 -2.8691  0.3487
H: -2.5944 7.3040 -0.8485  0.1938
H: -3.0921 6.2799 -2.2030  0.0156
C: 5.6606 0.2948 4.4260  -0.8484
C: 5.8725 0.9216 5.8004  -0.7195
C: 5.0210 2.1744 6.0211  0.2310
C: 5.3750 3.2194 5.0026  0.3212
N: 5.6538 4.0418 4.1998  -0.6045
H: 5.9572 0.9744 3.6228  0.0977
H: 6.2645 -0.6102 4.3239  0.3869
H: 4.6112 0.0225 4.2769  0.2523
H: 6.9331 1.1679 5.9181  0.3494
H: 5.6267 0.1837 6.5696  0.3666
H: 5.1975 2.5773 7.0218  0.4002
H: 3.9527 1.9349 5.9337  -0.2577
C: 1.0232 3.1751 3.2831  -1.0126
C: 0.2588 3.7956 4.4479  -0.3433
C: 1.1490 4.0805 5.6606  -0.4030
C: 1.7523 2.8006 6.1631  0.3197
N: 2.2274 1.7928 6.5586  -0.6306
H: 1.4448 2.2023 3.5501  0.2953
H: 0.3558 3.0166 2.4326  0.2194
H: 1.8401 3.8272 2.9583  0.3232
H: -0.5558 3.1232 4.7357  0.2817
H: -0.1994 4.7313 4.1145  0.3070
H: 0.5602 4.5354 6.4612  0.3345
H: 1.9515 4.7740 5.3939  0.3376